Entry 1:
The following is a quantum chemistry calculation of 7 unconnected molecules or ions with the total composition C49H40O16, from the OMol25 dataset.

```
105
Properties=species:S:1:pos:R:3:forces:R:3:lowdin_charge:R:1
C 2.73498 0.39170 -1.46401 0.3 -0.2 0.0 -0.035
C 2.69044 -1.11753 -1.21471 0.4 -0.1 0.1 -0.376
C 2.34090 -1.44251 0.24306 -0.4 -0.1 -0.5 -0.054
C 0.84473 -1.54420 0.54751 0.1 0.7 0.8 -0.238
C -0.19171 -0.77179 -0.29408 -0.4 -0.9 -0.8 -0.038
O -1.03352 -1.83252 -0.83411 -0.1 0.3 0.6 0.074
C -0.88065 -2.90710 -0.05278 0.4 -0.4 -0.1 -0.585
O -1.67689 -3.78112 0.11564 0.1 0.0 -0.3 0.138
O 0.33540 -2.88714 0.55626 -0.2 0.2 -0.1 0.065
O 1.77569 -1.78215 -2.07904 -0.1 -0.2 0.1 -0.127
C 2.38906 -2.40534 -3.18885 0.0 0.2 -0.2 -0.149
C 3.11935 -3.68933 -2.87038 0.1 -0.1 0.1 -0.193
C 2.81527 -4.43758 -1.73727 0.1 -0.1 -0.1 -0.043
C 3.50292 -5.61509 -1.46301 0.0 0.2 -0.1 -0.073
C 4.50242 -6.06031 -2.32007 -0.2 0.0 0.1 -0.092
C 4.79782 -5.32673 -3.46249 0.0 0.0 0.0 -0.089
C 4.11325 -4.15110 -3.73398 -0.1 0.1 0.2 -0.044
H 2.60879 0.61986 -2.52341 -0.1 0.0 0.0 0.091
H 3.71958 0.76224 -1.16978 -0.1 0.1 0.1 0.087
H 2.00443 0.92884 -0.86082 -0.1 0.1 -0.2 0.060
H 3.69636 -1.51164 -1.40398 -0.1 0.0 0.0 0.145
H 2.74200 -0.64792 0.87564 0.1 -0.1 0.0 0.128
H 2.80123 -2.38526 0.54368 0.0 0.0 0.1 0.126
H 0.73172 -1.17790 1.57417 0.0 -0.2 0.0 0.145
H 0.18057 -0.24467 -1.16403 0.1 0.1 0.2 0.117
H -0.84286 -0.16022 0.32897 0.2 0.2 0.0 0.135
H 1.59596 -2.59438 -3.91607 -0.1 0.0 0.1 0.140
H 3.08794 -1.70012 -3.65855 0.0 -0.1 -0.1 0.127
H 2.02852 -4.11677 -1.07040 0.0 0.1 0.0 0.098
H 3.25285 -6.17136 -0.56670 0.1 0.0 0.0 0.104
H 5.03645 -6.97369 -2.08879 0.0 0.0 -0.1 0.099
H 5.56438 -5.66586 -4.14759 0.0 0.0 0.0 0.100
H 4.35590 -3.57408 -4.62022 0.0 0.0 0.0 0.112
O -1.67366 -0.58016 4.36481 0.0 0.0 0.0 0.092
C -2.17750 -1.68604 4.37659 0.1 0.0 0.0 -0.387
C -2.83816 -2.22454 5.58689 -0.1 0.0 0.0 0.006
C -3.36796 -3.44385 5.59827 -0.1 0.1 0.0 0.005
C -3.33103 -4.31330 4.39534 0.1 0.0 0.0 -0.381
O -3.80865 -5.42722 4.40785 0.0 0.0 0.0 0.109
C -2.65772 -3.77878 3.18293 0.0 0.0 0.0 0.039
C -2.12626 -2.56024 3.18153 0.0 0.0 0.0 0.031
H -2.83837 -1.58250 6.45819 0.0 0.0 0.0 0.125
H -3.83158 -3.86686 6.47924 0.0 0.0 0.0 0.126
H -2.62420 -4.42202 2.31273 0.0 0.0 0.0 0.113
H -1.63027 -2.14904 2.31336 0.0 0.0 0.0 0.101
O 0.02710 -5.35952 -2.40874 -0.1 0.0 0.1 0.108
C -0.29264 -6.51155 -2.20619 0.1 0.1 -0.1 -0.369
C -0.42559 -7.05601 -0.83170 0.0 0.0 0.0 0.029
C -0.76575 -8.32598 -0.62565 0.0 0.1 0.0 0.022
C -1.02595 -9.25106 -1.75593 0.0 0.0 0.0 -0.389
O -1.33529 -10.40815 -1.56831 0.0 0.0 0.0 0.103
C -0.89006 -8.70613 -3.13076 0.0 0.0 0.0 0.018
C -0.55038 -7.43756 -3.33869 0.0 0.0 0.0 0.025
H -0.24045 -6.36534 -0.02036 0.0 0.1 0.0 0.118
H -0.87193 -8.74561 0.36669 0.0 0.0 0.0 0.121
H -1.08204 -9.39965 -3.93959 0.0 0.0 0.0 0.120
H -0.44300 -7.01731 -4.33070 0.0 0.0 0.0 0.121
O 3.36987 -4.67882 3.84616 0.0 0.0 0.0 0.106
C 2.39542 -4.57702 4.55836 0.0 0.0 0.0 -0.386
C 2.11965 -3.32614 5.31125 0.0 0.0 0.0 0.024
C 1.04908 -3.21250 6.09237 0.0 0.0 0.0 0.024
C 0.08575 -4.33109 6.24167 -0.1 0.0 -0.1 -0.380
O -0.90664 -4.21642 6.93009 0.1 -0.1 0.1 0.097
C 0.35766 -5.58068 5.48942 0.0 0.0 0.0 0.025
C 1.42910 -5.69482 4.70933 0.0 0.0 0.0 0.024
H 2.83501 -2.52397 5.18179 0.0 0.0 0.0 0.122
H 0.82274 -2.30912 6.64493 0.0 0.0 0.0 0.125
H -0.36555 -6.37766 5.61010 0.0 0.0 0.0 0.126
H 1.64891 -6.59379 4.14776 0.0 0.0 0.0 0.122
O 2.83676 3.23213 -0.23452 0.0 0.1 0.0 0.085
C 2.34487 4.07831 -0.95138 -0.1 0.0 0.0 -0.380
C 0.91615 4.45681 -0.82937 0.0 0.0 0.0 0.028
C 0.37808 5.37727 -1.62343 0.1 0.1 -0.1 0.024
C 1.18618 6.06666 -2.66136 -0.1 -0.1 0.2 -0.374
O 0.68975 6.90999 -3.37637 0.0 0.1 -0.1 0.099
C 2.61737 5.69002 -2.78292 0.0 0.0 0.0 0.022
C 3.15379 4.76680 -1.98997 0.0 0.0 0.0 0.023
H 0.34461 3.94638 -0.06421 0.0 0.0 0.0 0.118
H -0.66144 5.66802 -1.54786 0.1 0.0 0.0 0.094
H 3.18572 6.20652 -3.54598 0.0 0.0 0.0 0.121
H 4.19356 4.47259 -2.05723 0.0 0.0 0.0 0.122
O -0.12621 9.53965 -0.93057 0.0 0.0 0.0 0.096
C -0.86378 10.00411 -1.77507 0.0 -0.1 0.0 -0.388
C -2.27110 10.33632 -1.45497 -0.1 0.0 0.1 0.016
C -3.09441 10.83205 -2.37361 0.0 0.0 0.0 0.027
C -2.62755 11.07796 -3.76525 0.0 -0.1 0.0 -0.384
O -3.37436 11.53143 -4.60382 0.0 0.0 0.0 0.108
C -1.22069 10.72499 -4.09059 0.0 0.0 0.1 0.026
C -0.40492 10.22932 -3.16447 0.1 0.0 -0.1 0.018
H -2.57007 10.13790 -0.43338 -0.1 0.0 0.0 0.107
H -4.12886 11.07406 -2.16533 0.0 0.0 0.0 0.123
H -0.91357 10.88247 -5.11627 0.0 0.0 0.0 0.123
H 0.61847 9.94645 -3.37437 0.0 0.0 0.0 0.120
O -2.23042 5.06901 -0.19869 -0.1 -0.1 0.1 0.084
C -3.08019 5.82752 0.22038 -0.1 0.1 0.0 -0.365
C -4.52554 5.54981 0.02733 0.0 0.0 0.0 0.026
C -5.45508 6.39157 0.47148 0.0 0.0 0.0 0.026
C -5.08767 7.64532 1.18001 0.0 0.0 0.0 -0.385
O -5.93264 8.41889 1.57181 0.0 0.0 0.0 0.113
C -3.64172 7.91398 1.38264 0.1 0.0 0.0 0.014
C -2.71149 7.07311 0.93835 0.0 0.0 0.0 0.027
H -4.76997 4.63430 -0.49610 0.0 0.0 0.0 0.123
H -6.51438 6.21398 0.33681 0.0 0.0 0.0 0.124
H -3.39057 8.83135 1.90059 0.0 0.0 0.0 0.124
H -1.65160 7.25616 1.06685 0.0 0.0 0.0 0.126
```
Positions in Å, forces in eV/Å.

## Properties
- E_HOMO (eV) = -9.08
- LUMO (Eh) = -0.0696
- Kohn-Sham gap (eV) = 7.191
- E_tot (hartree) = -3094.837955
- SMILES = C[C@@H](C[C@H]1COC(=O)O1)OCc1ccccc1.O=C1C=CC(=O)C=C1.O=C1C=CC(=O)C=C1.O=C1C=CC(=O)C=C1.O=C1C=CC(=O)C=C1.O=C1C=CC(=O)C=C1.O=C1C=CC(=O)C=C1
- charge = 0

Entry 2:
The following is a quantum chemistry calculation of a molecular structure, C49H42IrN3O3PS2, from the OMol25 dataset.

```
101
Properties=species:S:1:pos:R:3:forces:R:3:lowdin_spin:R:1
Ir 1.25098 -0.25656 0.17761 -0.6 0.3 0.3 0.041
C -2.15814 1.26224 -4.62975 0.0 0.0 0.0 0.000
O -2.39551 0.96672 -3.26236 0.1 -0.1 0.1 0.000
C -3.55916 1.39365 -2.70795 0.0 -0.1 0.1 0.000
C -4.49547 2.16780 -3.37833 0.0 0.0 0.0 0.000
C -5.67090 2.54436 -2.73891 0.0 0.0 0.0 0.000
C -5.91592 2.16221 -1.43300 0.0 0.0 0.0 0.000
C -4.96994 1.40627 -0.75198 0.0 0.0 0.0 0.000
C -3.79582 1.01183 -1.37213 0.1 0.0 0.1 0.000
N -2.87528 0.19520 -0.65566 0.2 -0.1 -0.2 0.000
C -1.52209 0.42335 -0.60823 0.3 0.0 0.1 0.001
N -1.18454 1.71928 -0.48641 0.0 -0.3 -0.1 0.002
C 0.08607 2.33249 -0.60745 -0.2 0.0 0.0 0.001
C 1.29492 1.66978 -0.38705 0.0 -0.2 0.1 0.000
C 2.45163 2.43878 -0.54129 0.4 -0.3 0.0 0.000
C 2.41397 3.78949 -0.84407 0.0 0.1 0.0 0.000
C 1.20129 4.44310 -1.01205 -0.1 -0.1 0.0 0.000
C 0.04296 3.70137 -0.89999 0.1 0.0 0.0 0.000
O -1.19773 4.30625 -1.02132 -0.1 -0.1 0.0 0.000
C -1.68852 4.33100 -2.35847 0.1 0.0 0.0 0.000
N -0.61321 -0.53230 -0.60595 -0.8 0.2 -0.4 0.004
C -0.92689 -1.88311 -0.94447 0.1 0.1 0.1 0.000
C -1.74954 -2.25761 -2.00108 0.1 0.0 0.2 0.000
C -1.99207 -3.59894 -2.27422 0.0 0.0 0.0 0.000
C -1.39882 -4.58241 -1.50667 0.0 0.0 0.0 0.000
C -0.53710 -4.23571 -0.47276 0.1 0.1 0.0 0.000
C -0.29076 -2.89965 -0.20819 0.0 0.2 0.2 0.000
O 0.56599 -2.46417 0.77896 0.2 -0.4 -0.2 0.002
C 1.22419 -3.45243 1.58689 -0.1 0.1 -0.2 0.001
H -1.19880 0.81117 -4.86965 0.0 0.0 0.0 0.000
H -2.10281 2.33991 -4.80131 0.0 0.0 0.0 0.000
H -2.93766 0.83433 -5.26514 0.0 0.0 0.0 0.000
H -4.32141 2.47148 -4.40121 0.0 0.0 0.0 0.000
H -6.39445 3.14343 -3.27620 0.0 0.0 0.0 0.000
H -6.83021 2.45790 -0.93699 0.0 0.0 0.0 0.000
H -5.12361 1.10977 0.27870 0.0 0.0 0.0 0.000
H -3.18134 -0.72528 -0.38195 0.0 0.0 0.0 0.000
H -1.94739 2.36575 -0.34070 0.0 0.0 0.0 0.000
H 3.42528 1.96373 -0.40332 -0.3 0.2 0.0 0.000
H 3.34091 4.34218 -0.93318 0.0 0.0 0.0 0.000
H 1.14000 5.50315 -1.22086 0.0 0.0 0.0 0.000
H -1.25081 5.16481 -2.91382 0.0 0.0 0.0 0.000
H -2.76978 4.45205 -2.30996 0.0 0.0 0.0 0.000
H -1.45000 3.39586 -2.87030 0.0 0.0 0.0 0.000
H -2.18836 -1.49024 -2.61508 -0.1 0.2 -0.1 0.000
H -2.64074 -3.86670 -3.09802 0.0 0.0 0.0 0.000
H -1.58528 -5.62774 -1.71396 0.0 0.0 0.0 0.000
H -0.05791 -5.01095 0.10644 0.0 0.0 0.0 0.000
H 1.85189 -2.89290 2.27063 0.1 0.1 0.0 0.000
H 1.84160 -4.12918 0.97828 -0.2 0.2 0.1 0.000
H 0.48193 -4.01886 2.15286 0.0 0.0 0.0 0.000
C 0.33113 0.24677 1.84662 0.0 0.0 -0.2 0.214
C -0.54036 0.52532 2.65897 -0.1 0.2 0.1 0.053
C -1.68351 0.77129 3.41731 0.0 -0.2 0.0 0.305
C -2.72097 -0.26199 3.35817 0.0 0.0 0.0 0.018
C -2.36417 -1.58653 3.04633 0.0 0.0 0.0 0.053
C -3.31894 -2.57858 2.91194 0.0 0.0 0.0 -0.005
C -4.66874 -2.28450 3.08067 0.0 0.0 0.0 0.064
C -5.04102 -0.98222 3.38855 0.0 0.0 0.0 -0.005
C -4.08697 0.01536 3.52387 0.0 0.0 0.0 0.056
C -1.82009 2.01887 4.16400 0.0 0.0 0.0 0.017
C -2.61493 2.12278 5.31526 0.0 0.0 0.0 0.055
C -2.70602 3.31641 6.01166 0.0 0.0 0.0 -0.005
C -2.00738 4.43641 5.58121 0.0 0.0 0.0 0.061
C -1.20319 4.34559 4.45164 0.0 0.0 0.0 -0.005
C -1.10393 3.15413 3.75586 0.0 0.0 0.0 0.053
H -1.31377 -1.81635 2.90824 0.0 0.0 0.0 0.003
H -3.00885 -3.59221 2.68230 0.0 0.0 0.0 -0.002
H -5.41730 -3.05988 2.97873 0.0 0.0 0.0 0.004
H -6.08859 -0.73584 3.51586 0.0 0.0 0.0 -0.002
H -4.40322 1.02707 3.73347 0.0 0.1 0.0 0.002
H -3.13945 1.25136 5.68207 0.0 0.0 0.0 0.002
H -3.31818 3.36956 6.90342 0.0 0.0 0.0 -0.002
H -2.08141 5.36861 6.12623 0.0 0.0 0.0 0.004
H -0.64923 5.21094 4.11000 0.0 0.0 0.0 -0.002
H -0.47316 3.08195 2.87831 0.0 0.0 0.0 0.002
S 3.40796 -0.33287 1.11580 0.7 0.2 0.3 0.005
P 3.94785 -1.14502 -0.64215 0.3 -0.6 -0.3 0.001
S 2.40883 -0.94512 -1.90307 -0.1 -0.1 -0.2 0.000
C 5.49433 -0.52864 -1.36817 0.0 0.2 0.2 0.000
C 6.60820 -0.36814 -0.54580 0.0 0.0 0.0 0.000
C 7.81356 0.05030 -1.08355 0.0 0.0 0.0 0.000
C 7.91136 0.30825 -2.44574 0.0 0.0 0.0 0.000
C 6.80220 0.15563 -3.26375 0.0 0.0 0.0 0.000
C 5.59001 -0.25674 -2.72638 0.0 0.0 0.0 0.000
C 4.35190 -2.91417 -0.41520 0.1 0.0 -0.1 0.000
C 4.45062 -3.72459 -1.54545 -0.1 0.0 0.0 0.000
C 4.76640 -5.06580 -1.41785 0.0 0.0 0.0 0.000
C 5.00322 -5.60695 -0.15966 0.0 0.0 0.0 0.000
C 4.93067 -4.79991 0.96495 0.0 0.0 0.0 0.000
C 4.60837 -3.45506 0.83725 0.0 0.1 0.0 0.000
H 6.52761 -0.56448 0.51779 0.0 0.0 0.0 0.000
H 8.67637 0.17633 -0.44244 0.0 0.0 0.0 0.000
H 8.85282 0.63659 -2.86699 0.0 0.0 0.0 0.000
H 6.87508 0.36799 -4.32255 0.0 0.0 0.0 0.000
H 4.71602 -0.35925 -3.35795 0.0 0.0 0.0 0.000
H 4.25115 -3.30603 -2.52550 0.0 0.0 0.0 0.000
H 4.82809 -5.69169 -2.29892 0.0 0.0 0.0 0.000
H 5.25311 -6.65565 -0.06028 0.0 0.0 0.0 0.000
H 5.12479 -5.21555 1.94576 0.0 0.0 0.0 0.000
H 4.54606 -2.81971 1.71023 0.0 0.0 0.1 0.000
```
Positions in Å, forces in eV/Å.

## Properties
- ⟨S²⟩ = 0.79
- E_HOMO (alpha / beta) (eV) = -5.85 / -7.34
- LUMO (alpha / beta) (Eh) = 0.0172 / -0.0052
- 2S+1 = 2
- ΔE to the lowest compared entry with this formula, charge and spin (kcal/mol) = 0.00
- Kohn-Sham gap (alpha / beta) (eV) = 6.318 / 7.197
- E_tot (hartree) = -3524.507335
- charge = 0